Formula: C20H33ClN2O4
Source: the OMol25 dataset
Level of theory: the ωB97M-V functional and the def2-TZVPD basis

Geometry (Å):
C (-4.83, 4.07, -1.91)
N (-3.89, 3.81, -0.82)
C (-3.86, 2.46, -0.31)
C (-3.17, 1.45, -1.23)
O (-4.03, 1.18, -2.30)
C (-1.71, 1.82, -1.57)
N (-1.29, 0.82, -0.60)
C (-0.05, 0.56, -0.13)
O (0.92, 1.22, -0.48)
C (0.03, -0.53, 0.92)
C (0.04, 0.11, 2.30)
C (1.33, 0.79, 2.81)
C (1.01, 0.26, 4.21)
O (0.35, 1.28, 4.94)
C (0.05, -0.79, 3.57)
C (-1.29, -1.01, 4.24)
C (0.78, -2.11, 3.36)
C (-2.61, 0.23, -0.43)
C (-3.12, 4.89, -0.48)
O (-3.25, 5.91, -1.13)
C (-2.07, 4.94, 0.68)
Cl (-2.72, 6.26, 1.75)
C (-0.77, 5.44, 0.03)
C (0.36, 5.67, 1.03)
C (0.62, 4.42, 1.87)
C (-0.66, 4.01, 2.59)
C (-1.79, 3.74, 1.59)
H (-5.39, 4.98, -1.71)
H (-4.31, 4.19, -2.86)
H (-5.51, 3.22, -1.99)
H (-3.38, 2.43, 0.66)
H (-4.89, 2.11, -0.16)
H (-3.57, 0.65, -2.96)
H (-1.42, 1.58, -2.60)
H (-1.39, 2.84, -1.35)
H (-0.81, -1.22, 0.83)
H (0.96, -1.08, 0.75)
H (-0.80, 0.81, 2.38)
H (2.22, 0.34, 2.38)
H (1.40, 1.87, 2.73)
H (1.84, -0.16, 4.80)
H (0.05, 0.93, 5.78)
H (-1.18, -1.55, 5.19)
H (-1.80, -0.06, 4.43)
H (-1.94, -1.61, 3.60)
H (0.93, -2.61, 4.31)
H (0.21, -2.78, 2.71)
H (1.76, -1.96, 2.91)
H (-2.96, 0.13, 0.60)
H (-2.75, -0.71, -0.97)
H (-0.45, 4.67, -0.68)
H (-0.99, 6.34, -0.53)
H (1.26, 5.95, 0.48)
H (0.11, 6.50, 1.68)
H (0.95, 3.60, 1.22)
H (1.42, 4.60, 2.60)
H (-0.51, 3.11, 3.19)
H (-0.97, 4.79, 3.28)
H (-2.69, 3.46, 2.13)
H (-1.47, 2.90, 0.96)

Values from the calculation:
E (Ha): -1652.551798
SMILES: CN(CC1(O)CN(C(=O)C[C@@H]2C[C@@H](O)C2(C)C)C1)C(=O)C1(Cl)CCCCC1
Energy relative to the best compared isomer or geometry (same formula, charge and spin) (kJ/mol): 26.4
Gap between HOMO and LUMO (eV): 9.71

---

Formula: C20H33GaN5O6Si
Source: the OMol25 dataset
Level of theory: the ωB97M-V functional and the def2-TZVPD basis

Geometry (Å):
Ga (-1.01, 0.40, 0.41)
N (-1.70, 1.54, 2.13)
C (-0.74, 2.37, 2.87)
C (-0.98, 3.87, 2.64)
C (-0.53, 4.47, 1.30)
C (-1.45, 4.15, 0.11)
N (-1.19, 2.82, -0.46)
H (-2.53, 2.07, 1.87)
H (-2.01, 0.74, 2.67)
H (0.27, 2.10, 2.55)
H (-0.81, 2.18, 3.95)
H (-0.46, 4.40, 3.45)
H (-2.05, 4.06, 2.77)
H (0.48, 4.15, 1.07)
H (-0.52, 5.56, 1.42)
H (-1.31, 4.93, -0.66)
H (-2.49, 4.20, 0.43)
H (-0.37, 2.84, -1.05)
H (-1.96, 2.48, -1.03)
C (-2.30, -2.04, -1.22)
C (-3.18, -0.79, -1.09)
C (-4.33, -1.13, -0.10)
C (-3.80, -0.49, -2.47)
N (-2.48, 0.39, -0.65)
H (-2.87, -2.90, -1.59)
H (-1.87, -2.29, -0.25)
H (-1.48, -1.83, -1.92)
H (-4.88, -2.03, -0.41)
H (-5.02, -0.29, -0.04)
H (-3.90, -1.30, 0.88)
H (-4.41, -1.33, -2.83)
H (-2.99, -0.31, -3.18)
H (-4.41, 0.41, -2.41)
O (-1.31, -2.29, 3.46)
C (-0.54, -1.92, 2.59)
O (-0.68, -0.91, 1.82)
C (0.76, -2.68, 2.38)
C (0.84, -4.01, 2.74)
C (2.04, -4.69, 2.57)
C (3.17, -4.04, 2.09)
C (3.07, -2.70, 1.76)
C (1.86, -2.02, 1.87)
N (4.26, -2.00, 1.32)
O (4.20, -0.79, 1.22)
O (5.26, -2.65, 1.07)
N (2.14, -6.09, 2.91)
O (3.22, -6.64, 2.83)
O (1.13, -6.66, 3.28)
H (-0.01, -4.51, 3.17)
H (4.11, -4.57, 1.99)
H (1.79, -0.99, 1.55)
C (0.89, 0.66, -4.38)
Si (2.21, 1.04, -3.08)
C (3.77, 0.03, -3.41)
C (2.62, 2.89, -3.16)
C (1.47, 0.67, -1.45)
C (0.80, 0.47, -0.45)
H (1.05, 1.23, -5.30)
H (-0.10, 0.92, -3.99)
H (0.88, -0.40, -4.63)
H (4.14, 0.18, -4.42)
H (3.57, -1.04, -3.28)
H (4.56, 0.30, -2.71)
H (3.04, 3.15, -4.13)
H (3.35, 3.16, -2.40)
H (1.73, 3.49, -3.01)

Values from the calculation:
E (Ha): -3721.286718
Energy relative to the best compared isomer or geometry (same formula, charge and spin) (kJ/mol): 34.5
Gap between HOMO and LUMO (eV): 4.35
Charge: -1

---

Formula: C20H33N3O7PRbS7Sb
Source: the OMol25 dataset
Level of theory: the ωB97M-V functional and the def2-TZVPD basis

Geometry (Å):
Rb (0.18, 0.70, -1.20)
C (-3.40, -0.50, 1.30)
C (-2.19, -1.36, 1.69)
S (-1.40, -2.24, 0.33)
C (-2.65, -3.51, 0.03)
C (-2.52, -4.14, -1.35)
S (-2.56, -2.98, -2.75)
C (-3.95, -1.93, -2.25)
C (-4.17, -0.82, -3.27)
S (-2.90, 0.48, -3.22)
C (-3.73, 1.71, -2.18)
C (-4.24, 1.24, -0.81)
S (-2.86, 0.93, 0.32)
H (-3.89, -0.16, 2.22)
H (-4.14, -1.08, 0.74)
H (-2.48, -2.08, 2.46)
H (-1.40, -0.73, 2.11)
H (-3.64, -3.07, 0.15)
H (-2.55, -4.30, 0.78)
H (-3.31, -4.89, -1.47)
H (-1.56, -4.65, -1.45)
H (-3.69, -1.49, -1.29)
H (-4.85, -2.55, -2.15)
H (-5.15, -0.36, -3.11)
H (-4.18, -1.23, -4.28)
H (-4.57, 2.12, -2.74)
H (-2.98, 2.50, -2.07)
H (-4.86, 0.35, -0.90)
H (-4.87, 2.03, -0.40)
S (2.15, 5.94, -2.95)
Sb (1.46, 3.81, -2.64)
S (-0.53, 3.15, -3.60)
S (2.87, 2.00, -2.78)
C (4.48, -0.33, 1.07)
C (3.11, -0.22, 0.40)
P (2.70, -1.46, -0.90)
C (4.18, -1.33, -2.00)
C (3.92, -1.86, -3.41)
C (3.00, -3.05, 0.00)
C (2.49, -4.26, -0.78)
H (4.61, 0.46, 1.81)
H (5.29, -0.23, 0.34)
H (4.61, -1.29, 1.58)
H (3.01, 0.76, -0.08)
H (2.32, -0.27, 1.15)
H (5.05, -1.82, -1.55)
H (4.40, -0.26, -2.06)
H (3.66, -2.92, -3.41)
H (4.80, -1.73, -4.05)
H (3.09, -1.31, -3.86)
H (2.46, -2.97, 0.95)
H (4.06, -3.18, 0.24)
H (1.44, -4.13, -1.04)
H (2.59, -5.18, -0.20)
H (3.04, -4.39, -1.72)
O (1.23, 5.50, 5.67)
N (1.28, 5.52, 4.44)
O (1.60, 6.52, 3.82)
C (0.91, 4.35, 3.71)
C (0.52, 3.22, 4.39)
C (0.21, 2.07, 3.71)
C (0.27, 1.96, 2.25)
O (0.10, 0.91, 1.61)
C (0.57, 3.24, 1.61)
C (0.93, 4.35, 2.30)
N (0.56, 3.29, 0.20)
O (1.63, 3.81, -0.43)
O (-0.48, 3.03, -0.48)
N (-0.16, 0.93, 4.51)
O (-0.53, 1.14, 5.67)
O (-0.11, -0.19, 4.04)
H (0.48, 3.23, 5.47)
H (1.21, 5.24, 1.76)

Values from the calculation:
E (Ha): -4865.741181
Energy relative to the best compared isomer or geometry (same formula, charge and spin) (kJ/mol): 0.0
Gap between HOMO and LUMO (alpha / beta) (eV): 4.97 / 5.22
Charge: -2
2S+1: 2

---

Formula: C20H33N3OS
Source: the OMol25 dataset
Level of theory: the ωB97M-V functional and the def2-TZVPD basis

Geometry (Å):
C (5.37, -6.06, 3.07)
H (5.78, -6.71, 2.31)
C (4.26, -5.19, 2.48)
H (3.47, -5.83, 2.07)
H (4.66, -4.58, 1.67)
C (3.67, -4.26, 3.54)
N (2.61, -3.43, 3.01)
C (2.85, -2.23, 2.42)
N (1.83, -1.64, 1.75)
C (1.92, -0.25, 1.35)
C (0.65, 0.49, 1.75)
H (0.51, 0.37, 2.83)
C (-0.57, -0.06, 1.00)
N (-0.89, 0.77, -0.14)
C (-2.17, 1.12, -0.44)
O (-3.10, 0.77, 0.25)
C (-2.38, 1.98, -1.68)
C (-3.33, 1.21, -2.61)
C (-3.70, 2.07, -3.81)
C (-4.39, 3.35, -3.34)
C (-3.44, 4.13, -2.42)
C (-2.17, 4.49, -3.19)
C (-1.49, 3.21, -3.66)
C (-2.43, 2.44, -4.58)
H (-1.94, 1.53, -4.94)
H (-2.68, 3.05, -5.45)
C (-1.11, 2.35, -2.46)
H (-0.61, 1.45, -2.81)
H (-0.43, 2.91, -1.82)
H (-0.57, 3.47, -4.21)
H (-2.42, 5.12, -4.05)
H (-1.50, 5.06, -2.55)
C (-3.08, 3.27, -1.22)
H (-3.97, 3.00, -0.65)
H (-2.41, 3.83, -0.55)
H (-3.94, 5.04, -2.08)
H (-5.30, 3.10, -2.79)
H (-4.67, 3.97, -4.19)
H (-4.38, 1.51, -4.47)
H (-4.23, 0.94, -2.05)
H (-2.85, 0.29, -2.94)
H (-0.14, 1.02, -0.75)
C (-0.30, -1.50, 0.55)
C (0.53, -2.26, 1.58)
H (0.67, -3.29, 1.22)
H (-0.02, -2.30, 2.53)
H (-1.24, -2.02, 0.38)
H (0.24, -1.49, -0.40)
H (-1.46, -0.04, 1.64)
H (0.76, 1.56, 1.55)
H (2.09, -0.17, 0.27)
H (2.79, 0.18, 1.86)
S (4.34, -1.50, 2.54)
H (1.75, -3.90, 2.81)
H (3.25, -4.84, 4.37)
H (4.44, -3.60, 3.92)
H (6.17, -5.43, 3.46)
H (4.98, -6.67, 3.89)

Values from the calculation:
E (Ha): -1419.666592
SMILES: CCCNC(=S)N1CCC(NC(=O)[C@]23C[C@H]4C[C@H](C[C@H](C4)C2)C3)CC1
Gap between HOMO and LUMO (eV): 8.37

---

Among the records above, which one has the highest E? C20H33N3OS